No. 1
Computed, not measured: a cluster of 2 separate species, C12H16N2O in total in a non-equilibrium geometry, with ωB97M-V/def2-TZVPD.

Results
- 2S+1 = 1
- SMILES = CCc1c[nH]cn1.Cc1ccc(O)cc1
- largest force on an atom (eV/Å) = 3.639
- Kohn-Sham gap (eV) = 8.7
- relative energy (zero: lowest compared OMol25 entry of this formula, charge and spin) (kJ/mol) = 238.93
- net charge = 0

Positions of all 31 atoms, in Å:
1 C -2.971 2.199 -1.241
2 C -2.612 2.057 0.201
3 C -1.141 1.886 0.477
4 C -0.515 2.091 1.716
5 N 0.807 2.336 1.384
6 C 0.923 2.035 0.077
7 N -0.216 1.691 -0.519
8 H -3.562 1.437 -1.739
9 H -2.197 2.615 -1.897
10 H -3.775 2.943 -1.330
11 H -2.915 2.870 0.843
12 H -3.234 1.308 0.748
13 H -0.912 1.946 2.690
14 H 1.569 2.240 2.035
15 H 1.856 2.197 -0.438
16 C -1.101 -2.843 0.444
17 C 0.213 -2.307 0.090
18 C 0.486 -1.331 -0.862
19 C 1.759 -0.736 -0.982
20 C 2.888 -1.402 -0.583
21 O 4.153 -0.873 -0.586
22 C 2.695 -2.610 0.079
23 C 1.440 -2.987 0.444
24 H -1.364 -2.842 1.519
25 H -1.197 -3.918 0.245
26 H -1.891 -2.284 -0.053
27 H -0.225 -0.825 -1.521
28 H 1.854 0.141 -1.636
29 H 4.161 -0.073 -1.106
30 H 3.601 -3.125 0.365
31 H 1.424 -3.834 1.134

---

No. 2
Computed, not measured: a cluster of 2 separate species, C4H13NOS in total in a non-equilibrium geometry, with ωB97M-V/def2-TZVPD.

Results
- 2S+1 = 1
- SMILES = CNCCCS.O
- largest force on an atom (eV/Å) = 2.478
- Kohn-Sham gap (eV) = 9.5
- relative energy (zero: lowest compared OMol25 entry of this formula, charge and spin) (kJ/mol) = 116.49
- net charge = 0

Positions of all 20 atoms, in Å:
1 C 1.432 2.393 -0.338
2 N 0.610 1.161 -0.421
3 C 0.332 0.383 0.761
4 C -0.822 -0.670 0.650
5 C -0.490 -1.483 -0.618
6 S 0.969 -2.587 -0.482
7 H 1.292 2.901 0.630
8 H 2.466 2.059 -0.379
9 H 1.155 3.085 -1.126
10 H -0.261 1.438 -0.862
11 H 1.224 -0.233 0.933
12 H 0.208 0.886 1.740
13 H -0.639 -1.296 1.535
14 H -1.866 -0.353 0.565
15 H -1.314 -2.199 -0.721
16 H -0.318 -0.816 -1.452
17 H 1.824 -1.819 -1.189
18 O -2.639 2.466 0.921
19 H -3.056 3.051 0.260
20 H -1.875 2.118 0.451